The following is a quantum chemistry calculation of C16H27Cl2N2O3SV as an isolated structure, from OMol25.

electronic energy: -3223.6244 Ha
gap between HOMO and LUMO (alpha / beta): 0.183 / 0.181 hartree
ΔE to the lowest compared entry with this formula, charge and spin: 111.4 kJ/mol
multiplicity: 2
total charge: -1

Each line ends with the natural charge from an NBO analysis.
Geometry (Å):
V  -0.78389  0.44360  0.06712  1.381
Cl  0.68335  2.90528  6.69139  -0.066
C  0.63722  2.22461  5.07081  -0.035
C  1.81357  1.67863  4.55160  -0.379
C  1.75057  1.16422  3.27128  0.045
Cl  3.20203  0.46392  2.59747  -0.040
C  0.59304  1.16280  2.48327  0.182
O  0.63305  0.67959  1.25038  -0.694
C  -0.61716  1.68402  3.06359  -0.170
C  -1.84682  1.67153  2.38897  -0.018
O  -2.01891  1.12211  1.20091  -0.621
C  -0.53512  2.23524  4.37467  -0.254
H  2.73097  1.65869  5.11860  0.223
H  -2.71456  2.15304  2.83221  0.152
H  -1.42679  2.65509  4.82294  0.210
N  -1.02991  -1.51748  1.49313  -0.835
C  -1.82340  -2.74500  1.50342  -0.201
C  -1.50283  -3.67819  0.33907  -0.403
C  -2.25615  -3.43503  -0.97048  -0.396
C  -1.80529  -2.26251  -1.83321  -0.225
N  -2.37267  -0.97342  -1.41179  -0.827
H  -0.05832  -1.70229  1.72429  0.379
H  -1.37536  -0.89131  2.21849  0.388
H  -2.87731  -2.45756  1.45824  0.187
H  -1.68683  -3.29474  2.44320  0.168
H  -1.73354  -4.69787  0.66285  0.197
H  -0.42454  -3.65287  0.14787  0.206
H  -3.32935  -3.34594  -0.75787  0.185
H  -2.14737  -4.33670  -1.58085  0.202
H  -2.07327  -2.48142  -2.87498  0.162
H  -0.72116  -2.15573  -1.79687  0.238
H  -3.38391  -0.99311  -1.48614  0.360
H  -2.05079  -0.26609  -2.06674  0.390
C  -0.78521  1.89608  -1.33518  -1.032
H  -0.65001  2.96976  -1.18228  0.189
H  -1.71692  1.77876  -1.92014  0.159
C  2.11752  0.39784  -4.73934  -0.630
C  1.90336  -0.15491  -3.33767  -0.670
S  0.55228  1.02773  -2.44503  1.079
O  0.30190  -0.22492  -1.43115  -1.006
C  1.90058  2.13469  -1.88881  -0.575
C  2.90165  1.47778  -0.94155  -0.633
H  2.81071  -0.20143  -5.33804  0.190
H  2.51587  1.41625  -4.71572  0.184
H  1.16954  0.44839  -5.28263  0.194
H  2.84240  -0.26231  -2.79224  0.182
H  1.42873  -1.13841  -3.37481  0.190
H  1.41187  2.97613  -1.40763  0.221
H  2.38554  2.49071  -2.79639  0.211
H  2.45063  0.63930  -0.41494  0.254
H  3.22545  2.19189  -0.18318  0.211
H  3.78557  1.12152  -1.47006  0.192

Atomic forces in eV per Å
V -0.40 -0.63 0.30
Cl 0.00 0.00 -0.01
C -0.01 0.00 0.01
C 0.00 0.00 -0.01
C 0.04 -0.01 0.02
Cl -0.01 0.01 0.00
C -0.02 -0.04 -0.02
O 0.08 0.32 0.01
C 0.03 0.02 -0.05
C -0.10 -0.11 0.05
O 0.01 0.02 -0.20
C 0.01 0.00 0.01
H 0.00 0.00 0.00
H -0.01 -0.05 0.02
H 0.00 0.00 0.00
N 0.13 0.11 0.03
C -0.05 0.02 -0.05
C 0.00 0.00 0.02
C 0.00 0.00 0.00
C -0.05 -0.07 -0.01
N 0.27 0.29 -0.01
H 0.00 -0.06 -0.01
H 0.05 -0.01 0.03
H 0.00 0.01 -0.01
H 0.00 0.01 0.00
H 0.01 0.00 0.00
H 0.00 0.00 0.00
H 0.00 -0.01 -0.01
H 0.00 0.00 0.01
H -0.01 0.00 0.01
H -0.01 0.00 -0.01
H -0.02 0.03 0.16
H -0.09 -0.03 -0.08
C 0.03 0.10 -0.24
H 0.08 -0.01 0.07
H 0.02 0.08 -0.02
C 0.02 -0.04 0.07
C 0.00 -0.05 -0.06
S -0.03 0.05 -0.03
O 0.10 -0.02 0.10
C -0.05 0.00 -0.04
C 0.00 0.04 0.03
H -0.01 -0.01 -0.01
H 0.03 0.05 0.00
H -0.01 0.00 0.01
H 0.00 -0.04 0.00
H -0.01 0.03 -0.04
H 0.00 0.02 0.00
H 0.03 -0.01 -0.06
H -0.02 -0.02 0.02
H 0.00 0.00 0.00
H 0.00 0.00 0.01